#a
The following is a DFT calculation (the ωB97M-V functional and the def2-TZVPD basis) of a 9-piece molecular cluster, C44H113N11O16 overall.

Values from the calculation:
- LUMO energy (eV) = 0.4551
- charge = 0
- SMILES = COCCNCCOC.COCCNCCOC.COCCNCCOC.COCCNCCOC.COCCNCCOC.COCCNCCOC.COCCNCCOC.NC(N)=O.NC(N)=O

Last column: Löwdin charge in e.
Positions of all 184 atoms, in Å:
C: -2.312 -3.606 2.911  -0.107
O: -0.999 -3.206 2.641  -0.245
C: 0.099 -4.049 3.060  -0.176
C: 1.130 -3.963 1.952  -0.180
N: 1.708 -2.580 1.966  -0.012
C: 2.384 -2.243 0.680  -0.178
C: 3.890 -2.522 0.708  -0.248
O: 4.103 -3.900 0.851  -0.192
C: 5.126 -4.178 1.801  -0.108
H: -2.532 -3.734 3.952  0.081
H: -2.539 -4.507 2.374  0.065
H: -2.931 -2.835 2.364  0.096
H: -0.212 -5.119 3.204  0.134
H: 0.531 -3.604 4.000  0.118
H: 0.609 -4.121 1.004  0.099
H: 1.921 -4.725 1.987  0.115
H: 0.978 -1.941 2.238  0.065
H: 2.269 -1.186 0.437  0.098
H: 1.990 -2.919 -0.110  0.111
H: 4.279 -2.026 1.624  0.097
H: 4.393 -2.017 -0.138  0.121
H: 5.100 -3.466 2.688  0.099
H: 6.135 -4.101 1.329  0.090
H: 4.960 -5.186 2.196  0.081
C: -6.909 -4.788 1.998  -0.126
O: -6.380 -4.350 0.786  -0.243
C: -6.018 -5.399 -0.180  -0.137
C: -4.897 -4.758 -1.125  -0.186
N: -3.711 -4.397 -0.397  -0.059
C: -2.593 -4.083 -1.211  -0.242
C: -1.663 -5.250 -1.273  -0.199
O: -0.432 -4.722 -1.863  -0.220
C: 0.539 -5.762 -2.143  -0.101
H: -7.721 -5.505 1.946  0.084
H: -7.137 -3.889 2.542  0.069
H: -6.032 -5.284 2.530  0.107
H: -6.929 -5.654 -0.757  0.119
H: -5.645 -6.297 0.292  0.105
H: -5.411 -3.928 -1.630  0.105
H: -4.474 -5.350 -1.970  0.123
H: -3.858 -3.642 0.241  0.082
H: -2.033 -3.265 -0.818  0.103
H: -2.861 -3.798 -2.268  0.132
H: -2.070 -5.929 -1.964  0.099
H: -1.453 -5.724 -0.281  0.137
H: 0.364 -6.391 -3.040  0.083
H: 0.579 -6.506 -1.323  0.088
H: 1.459 -5.225 -2.295  0.074
C: 2.403 -1.029 4.720  -0.117
O: 1.451 -1.933 5.257  -0.203
C: 0.186 -1.302 5.472  -0.226
C: 0.159 -0.212 6.488  -0.245
N: -1.128 0.280 6.802  -0.061
C: -1.290 1.603 7.223  -0.222
C: -0.461 1.959 8.444  -0.237
O: -0.803 1.006 9.431  -0.218
C: 0.115 0.889 10.553  -0.077
H: 1.984 -0.312 4.003  0.081
H: 3.079 -1.694 4.258  0.061
H: 2.823 -0.372 5.496  0.085
H: -0.488 -2.144 5.744  0.130
H: -0.199 -0.874 4.529  0.112
H: 0.727 0.548 5.995  0.111
H: 0.716 -0.510 7.406  0.139
H: -1.496 -0.406 7.378  0.092
H: -2.336 1.861 7.363  0.119
H: -0.951 2.244 6.387  0.130
H: -0.831 2.952 8.728  0.119
H: 0.609 1.949 8.251  0.114
H: -0.005 1.808 11.179  0.090
H: 1.160 0.751 10.266  0.082
H: -0.375 0.048 11.055  0.087
C: -6.562 4.191 0.464  -0.127
O: -6.198 3.231 -0.471  -0.176
C: -4.794 3.084 -0.585  -0.227
C: -4.485 2.017 -1.634  -0.190
N: -5.034 0.674 -1.305  -0.050
C: -4.429 0.114 -0.084  -0.168
C: -5.404 -0.917 0.459  -0.242
O: -6.652 -0.304 0.592  -0.198
C: -7.622 -1.150 1.222  -0.085
H: -5.987 5.143 0.243  0.104
H: -6.367 3.916 1.517  0.096
H: -7.589 4.428 0.363  0.070
H: -4.311 2.869 0.362  0.106
H: -4.364 4.029 -0.967  0.122
H: -3.401 2.057 -1.854  0.101
H: -4.910 2.381 -2.529  0.103
H: -6.017 0.884 -1.155  0.105
H: -4.390 0.930 0.696  0.130
H: -3.482 -0.338 -0.304  0.076
H: -5.022 -1.423 1.364  0.125
H: -5.525 -1.727 -0.257  0.107
H: -8.668 -0.715 1.147  0.105
H: -7.343 -1.286 2.318  0.107
H: -7.649 -2.068 0.667  0.059
C: -2.311 1.932 -5.517  -0.120
O: -2.682 2.849 -4.557  -0.173
C: -2.178 4.195 -4.764  -0.209
C: -2.026 4.918 -3.513  -0.217
N: -1.187 4.314 -2.462  -0.024
C: 0.185 4.411 -2.885  -0.228
C: 1.135 4.136 -1.739  -0.190
O: 2.444 3.655 -2.118  -0.195
C: 3.395 4.691 -2.335  -0.111
H: -3.025 1.861 -6.304  0.077
H: -2.121 0.958 -5.058  0.066
H: -1.423 2.258 -6.065  0.064
H: -2.923 4.786 -5.332  0.137
H: -1.280 4.099 -5.320  0.092
H: -3.026 5.056 -3.120  0.109
H: -1.592 5.907 -3.799  0.137
H: -1.425 3.364 -2.381  0.072
H: 0.327 5.390 -3.314  0.113
H: 0.456 3.730 -3.696  0.123
H: 0.695 3.411 -1.094  0.090
H: 1.135 5.039 -1.137  0.124
H: 3.045 5.391 -3.115  0.088
H: 4.415 4.337 -2.547  0.088
H: 3.509 5.380 -1.530  0.064
C: 7.572 0.753 -2.012  -0.141
O: 6.884 0.305 -0.903  -0.194
C: 7.593 0.601 0.314  -0.182
C: 6.802 0.116 1.551  -0.202
N: 5.478 0.734 1.747  -0.017
C: 5.693 2.135 2.275  -0.214
C: 4.482 2.632 2.953  -0.252
O: 3.519 3.239 2.076  -0.182
C: 2.856 2.283 1.232  -0.083
H: 7.265 0.303 -2.908  0.059
H: 8.630 0.589 -1.897  0.081
H: 7.406 1.809 -2.228  0.094
H: 7.614 1.707 0.388  0.121
H: 8.608 0.174 0.196  0.126
H: 7.345 0.158 2.469  0.105
H: 6.620 -0.940 1.419  0.092
H: 5.122 0.897 0.799  0.084
H: 5.860 2.988 1.586  0.132
H: 6.515 2.105 2.973  0.112
H: 4.711 3.413 3.665  0.116
H: 4.088 1.844 3.620  0.122
H: 3.476 2.257 0.336  0.075
H: 1.855 2.645 0.921  0.084
H: 2.652 1.381 1.770  0.071
C: 1.859 -0.238 -2.224  -0.097
O: 2.489 0.358 -3.338  -0.187
C: 3.878 0.566 -3.121  -0.211
C: 4.432 0.943 -4.478  -0.258
N: 3.929 2.157 -4.909  -0.032
C: 4.149 2.284 -6.350  -0.176
C: 3.467 3.548 -6.889  -0.238
O: 2.116 3.705 -6.575  -0.185
C: 1.253 2.880 -7.329  -0.118
H: 2.069 -1.301 -2.096  0.080
H: 0.760 -0.175 -2.323  0.077
H: 2.114 0.266 -1.328  0.060
H: 4.237 -0.411 -2.878  0.107
H: 4.099 1.237 -2.241  0.135
H: 4.084 0.091 -5.061  0.121
H: 5.517 0.940 -4.444  0.112
H: 2.992 2.292 -4.624  0.093
H: 3.739 1.438 -6.859  0.101
H: 5.211 2.388 -6.609  0.128
H: 3.619 3.683 -7.917  0.095
H: 3.922 4.463 -6.528  0.122
H: 1.537 2.764 -8.406  0.102
H: 0.248 3.337 -7.384  0.072
H: 1.086 1.916 -6.804  0.093
N: -1.493 -1.385 -3.851  0.167
C: -2.340 -0.700 -3.093  -0.682
N: -3.559 -0.402 -3.583  0.187
O: -1.814 -0.188 -2.081  -0.041
H: -1.885 -2.046 -4.546  0.124
H: -0.686 -1.748 -3.372  0.100
H: -3.901 -0.778 -4.471  0.125
H: -4.149 0.099 -2.903  0.068
N: -1.207 1.387 0.413  0.195
C: -0.965 0.327 1.185  -0.666
N: -1.123 -0.850 0.600  0.196
O: -0.482 0.421 2.356  -0.034
H: -1.731 1.289 -0.401  0.030
H: -1.314 2.269 0.875  0.111
H: -1.262 -0.864 -0.361  0.023
H: -0.723 -1.662 1.099  0.098

---

#b
The following is a DFT calculation (the ωB97M-V functional and the def2-TZVPD basis) of a 9-piece molecular cluster, C44H113N11O16 overall.

Values from the calculation:
- LUMO energy (eV) = 0.2998
- charge = 0
- SMILES = COCCNCCOC.COCCNCCOC.COCCNCCOC.COCCNCCOC.COCCNCCOC.COCCNCCOC.COCCNCCOC.NC(N)=O.NC(N)=O

Last column: Löwdin charge in e.
Positions of all 184 atoms, in Å:
C: -26.571 16.390 -19.229  -0.079
O: -25.195 16.355 -19.637  -0.173
C: -24.780 17.002 -20.778  -0.263
C: -23.939 16.130 -21.681  -0.192
N: -22.552 15.806 -21.227  -0.055
C: -21.797 14.934 -22.167  -0.155
C: -22.091 13.349 -21.907  -0.184
O: -21.224 12.791 -20.961  -0.194
C: -20.297 11.795 -21.395  -0.092
H: -26.722 15.451 -18.697  0.083
H: -27.254 16.263 -20.069  0.082
H: -26.852 17.259 -18.634  0.079
H: -24.255 17.940 -20.599  0.106
H: -25.629 17.332 -21.376  0.099
H: -23.847 16.647 -22.636  0.104
H: -24.502 15.209 -21.836  0.088
H: -22.608 15.399 -20.304  0.099
H: -20.729 15.140 -22.101  0.099
H: -21.963 15.218 -23.206  0.093
H: -22.208 12.779 -22.828  0.090
H: -23.033 13.430 -21.365  0.105
H: -19.520 12.421 -21.835  0.085
H: -20.723 11.084 -22.103  0.071
H: -19.702 11.169 -20.730  0.081
C: -22.328 11.310 -25.289  -0.116
O: -21.556 12.256 -26.008  -0.160
C: -22.087 12.676 -27.242  -0.231
C: -21.320 13.845 -27.846  -0.219
N: -21.689 15.078 -27.220  -0.083
C: -21.013 16.320 -27.493  -0.222
C: -21.422 17.360 -26.510  -0.254
O: -20.768 17.165 -25.295  -0.170
C: -21.026 18.039 -24.215  -0.088
H: -21.660 11.025 -24.476  0.070
H: -22.560 10.376 -25.800  0.088
H: -23.229 11.559 -24.728  0.075
H: -23.085 13.101 -27.137  0.114
H: -22.219 11.872 -27.966  0.120
H: -21.334 14.049 -28.916  0.123
H: -20.278 13.604 -27.633  0.117
H: -21.424 14.934 -26.256  0.102
H: -21.220 16.497 -28.548  0.122
H: -19.944 16.125 -27.406  0.126
H: -22.508 17.448 -26.473  0.119
H: -21.069 18.248 -27.034  0.116
H: -20.758 19.039 -24.555  0.089
H: -20.432 17.796 -23.333  0.083
H: -22.076 18.042 -23.925  0.057
C: -27.637 22.099 -20.590  -0.066
O: -26.267 21.615 -20.631  -0.218
C: -25.999 20.383 -21.249  -0.228
C: -25.785 20.538 -22.755  -0.194
N: -25.445 19.287 -23.424  -0.013
C: -24.331 19.529 -24.382  -0.167
C: -24.780 20.204 -25.725  -0.168
O: -26.157 20.542 -25.752  -0.213
C: -26.692 21.055 -26.982  -0.076
H: -27.452 23.108 -20.220  0.085
H: -28.343 21.577 -19.944  0.090
H: -28.011 22.354 -21.581  0.060
H: -26.857 19.718 -21.151  0.119
H: -25.100 19.973 -20.789  0.107
H: -24.937 21.223 -22.757  0.105
H: -26.684 20.966 -23.198  0.109
H: -26.150 18.999 -24.088  0.089
H: -23.984 18.544 -24.695  0.077
H: -23.413 19.877 -23.909  0.095
H: -24.557 19.491 -26.519  0.100
H: -24.225 21.129 -25.881  0.120
H: -26.519 22.116 -27.165  0.051
H: -27.779 20.982 -26.989  0.090
H: -26.263 20.606 -27.878  0.077
C: -25.188 28.319 -27.054  -0.078
O: -25.697 28.362 -25.697  -0.177
C: -25.478 27.098 -25.085  -0.245
C: -26.464 26.959 -23.971  -0.162
N: -25.971 25.995 -22.923  -0.076
C: -25.753 24.610 -23.348  -0.169
C: -26.846 23.910 -24.283  -0.164
O: -28.118 23.603 -23.646  -0.244
C: -28.950 22.688 -24.422  -0.062
H: -25.347 29.221 -27.645  0.090
H: -25.667 27.497 -27.586  0.055
H: -24.126 28.090 -26.975  0.088
H: -24.415 27.115 -24.846  0.130
H: -25.624 26.218 -25.710  0.100
H: -27.424 26.643 -24.379  0.122
H: -26.706 27.857 -23.403  0.114
H: -25.097 26.221 -22.469  0.107
H: -25.464 23.901 -22.572  0.103
H: -24.861 24.632 -23.974  0.095
H: -26.420 22.983 -24.666  0.094
H: -27.066 24.542 -25.144  0.090
H: -28.377 21.851 -24.819  0.062
H: -29.289 23.385 -25.189  0.087
H: -29.811 22.396 -23.820  0.089
C: -19.825 19.864 -20.664  -0.164
O: -20.181 21.071 -21.145  -0.181
C: -21.327 21.166 -22.022  -0.169
C: -22.303 22.160 -21.454  -0.181
N: -22.634 23.286 -22.316  -0.059
C: -21.736 24.461 -22.187  -0.165
C: -20.432 24.278 -23.008  -0.190
O: -20.791 23.690 -24.270  -0.240
C: -19.814 23.850 -25.354  -0.063
H: -18.890 19.887 -20.104  0.090
H: -19.593 19.133 -21.439  0.071
H: -20.591 19.436 -20.017  0.093
H: -21.681 20.145 -22.168  0.103
H: -21.080 21.547 -23.013  0.109
H: -22.221 22.336 -20.381  0.137
H: -23.232 21.592 -21.514  0.084
H: -22.443 23.090 -23.288  0.075
H: -21.598 24.597 -21.114  0.120
H: -22.350 25.278 -22.564  0.098
H: -19.687 23.694 -22.466  0.119
H: -20.036 25.270 -23.224  0.113
H: -18.768 23.684 -25.098  0.085
H: -20.001 24.842 -25.764  0.084
H: -19.981 23.150 -26.172  0.078
C: -23.929 19.286 -29.368  -0.083
O: -24.297 20.627 -29.457  -0.197
C: -23.650 21.576 -30.074  -0.299
C: -24.517 22.821 -30.057  -0.215
N: -24.713 23.292 -28.718  -0.067
C: -25.883 24.228 -28.495  -0.136
C: -25.758 25.526 -29.393  -0.188
O: -24.464 26.176 -29.250  -0.239
C: -24.058 27.011 -30.366  -0.082
H: -23.090 19.065 -28.708  0.076
H: -23.577 18.891 -30.321  0.089
H: -24.806 18.695 -29.103  0.095
H: -23.401 21.235 -31.079  0.129
H: -22.708 21.817 -29.580  0.132
H: -25.492 22.526 -30.443  0.122
H: -23.962 23.532 -30.668  0.119
H: -24.584 22.492 -28.115  0.076
H: -25.993 24.336 -27.416  0.092
H: -26.685 23.671 -28.980  0.099
H: -26.615 26.165 -29.180  0.109
H: -25.790 25.291 -30.457  0.104
H: -23.187 27.598 -30.075  0.086
H: -24.892 27.695 -30.527  0.083
H: -23.824 26.457 -31.275  0.079
C: -31.846 13.930 -23.450  -0.079
O: -30.875 12.949 -23.938  -0.209
C: -30.625 13.219 -25.347  -0.208
C: -29.135 12.669 -25.569  -0.156
N: -28.107 13.722 -25.907  -0.060
C: -28.183 14.756 -24.911  -0.238
C: -26.910 15.620 -24.909  -0.219
O: -26.078 15.223 -23.873  -0.208
C: -25.576 13.866 -23.983  -0.072
H: -32.858 13.605 -23.690  0.087
H: -31.423 14.919 -23.623  0.087
H: -31.835 13.751 -22.375  0.079
H: -30.614 14.207 -25.809  0.102
H: -31.274 12.658 -26.019  0.105
H: -29.027 11.795 -26.211  0.102
H: -28.950 12.227 -24.590  0.102
H: -28.230 14.200 -26.788  0.107
H: -28.415 14.338 -23.931  0.130
H: -28.939 15.499 -25.165  0.102
H: -27.089 16.687 -24.777  0.112
H: -26.254 15.491 -25.770  0.119
H: -25.158 13.677 -24.971  0.081
H: -26.289 13.059 -23.815  0.083
H: -24.779 13.727 -23.252  0.059
N: -24.364 22.424 -16.095  0.145
C: -24.828 22.449 -17.339  -0.807
N: -25.687 21.501 -17.533  0.180
O: -24.532 23.318 -18.094  0.062
H: -24.478 21.549 -15.603  0.094
H: -23.680 23.085 -15.755  0.112
H: -25.707 20.669 -16.961  0.113
H: -26.147 21.554 -18.431  0.089
N: -28.601 25.669 -21.266  0.193
C: -28.751 26.778 -20.695  -0.868
N: -27.720 27.581 -20.677  0.169
O: -29.771 27.039 -20.150  0.047
H: -29.316 24.971 -21.408  0.126
H: -27.844 25.709 -21.934  0.063
H: -26.843 27.082 -20.728  0.096
H: -27.806 28.383 -20.070  0.117

---

Most stable structure among those shown: #a.